Computed, not measured: a 4-piece molecular cluster, C25H27Cl2N4O6 overall at a distorted geometry, with ωB97M-V/def2-TZVPD.

Charge: +1
Kohn-Sham gap: 7.38 eV
HOMO energy: -11.69 eV
Lowest unoccupied orbital energy: -4.31 eV

Last column: Löwdin charge in e.
Positions of all 64 atoms, in Å:
C1 -1.185 -3.916 0.256  -0.1065
C2 -0.669 -3.269 -1.025  -0.6872
Cl1 -0.877 -4.459 -2.374  0.6393
C3 0.826 -2.914 -0.922  -0.1581
C4 1.178 -1.422 -1.007  -0.2736
C5 0.117 -0.343 -0.842  -0.0861
C6 -0.377 -0.129 -2.293  -0.0761
C7 0.893 -0.339 -3.011  -0.0121
N1 1.713 -1.028 -2.320  -0.4363
Cl2 3.235 -1.456 -2.883  0.8784
H1 -0.701 -3.450 1.104  0.0804
H2 -2.257 -3.793 0.324  0.0824
H3 -0.918 -4.963 0.274  0.0745
H4 -1.289 -2.438 -1.310  0.0659
H5 1.336 -3.407 -1.741  0.0827
H6 1.238 -3.358 -0.032  0.1209
H7 1.904 -1.275 -0.216  0.1549
H8 -0.609 -0.458 -0.056  0.1416
H9 0.690 0.557 -0.691  0.0856
H10 -1.044 -0.878 -2.718  0.1360
H11 -0.766 0.869 -2.438  0.1340
H12 1.137 -0.007 -4.006  0.1598
C8 2.027 4.386 3.786  -0.0637
C9 3.169 4.151 3.033  -0.0525
C10 3.061 3.680 1.737  -0.0049
C11 1.799 3.451 1.215  -0.1705
C12 0.648 3.676 1.952  -0.0024
C13 0.770 4.145 3.248  -0.0549
N2 1.677 2.969 -0.160  -0.3433
O1 2.696 2.755 -0.793  0.0684
O2 0.555 2.783 -0.614  0.0351
H13 2.115 4.767 4.793  0.1193
H14 4.146 4.344 3.454  0.1176
H15 3.947 3.498 1.146  0.1213
H16 -0.328 3.495 1.526  0.1190
H17 -0.117 4.332 3.837  0.1166
C14 0.567 8.154 -1.690  -0.0665
C15 1.385 7.179 -1.132  -0.0648
C16 1.599 7.154 0.236  -0.0063
C17 0.985 8.108 1.025  -0.1430
C18 0.173 9.089 0.489  0.0032
C19 -0.035 9.108 -0.881  -0.0579
N3 1.200 8.072 2.480  -0.3352
O3 1.932 7.198 2.915  0.0606
O4 0.629 8.901 3.160  0.0946
H18 0.401 8.171 -2.759  0.1088
H19 1.858 6.440 -1.765  0.1062
H20 2.238 6.403 0.678  0.1064
H21 -0.293 9.827 1.124  0.1227
H22 -0.667 9.868 -1.317  0.1117
C20 -3.906 -7.220 -0.169  -0.0752
C21 -2.798 -7.377 -0.991  -0.0831
C22 -2.118 -8.584 -1.015  -0.0022
C23 -2.562 -9.617 -0.211  -0.1446
C24 -3.661 -9.478 0.616  0.0015
C25 -4.335 -8.268 0.634  -0.0621
N4 -1.847 -10.904 -0.243  -0.3490
O5 -0.868 -10.983 -0.963  0.0777
O6 -2.275 -11.802 0.455  0.0859
H23 -4.441 -6.278 -0.157  0.1044
H24 -2.459 -6.561 -1.615  0.0498
H25 -1.255 -8.715 -1.650  0.1192
H26 -3.989 -10.298 1.236  0.1221
H27 -5.198 -8.144 1.274  0.1098

Computed, not measured: C25H27N2O2P2RhS as an isolated structure at a distorted geometry, with ωB97M-V/def2-TZVPD.

Relative energy (zero: lowest compared OMol25 entry of this formula, charge and spin): 28.25 kcal/mol
Charge: +2
Kohn-Sham gap (alpha / beta): 6.54 / 6.54 eV
HOMO energy (alpha / beta): -13.91 / -13.91 eV
Lowest unoccupied orbital energy (alpha / beta): -7.37 / -7.37 eV

Last column: Löwdin charge in e.
Positions of all 60 atoms, in Å:
Rh1 1.011 -0.493 0.640  0.7925
C1 -2.395 -1.381 1.888  -0.2072
P1 -0.598 -1.406 2.012  0.8138
C2 -0.136 -3.141 2.113  -0.1966
C3 -0.233 -0.579 3.578  -0.3731
C4 -0.398 -1.138 4.837  -0.0398
C5 -0.027 -0.403 5.956  -0.0223
C6 0.505 0.873 5.823  -0.0252
C7 0.659 1.449 4.567  -0.0396
C8 0.277 0.722 3.449  -0.3710
P2 0.332 1.282 1.751  0.8026
C9 1.316 2.765 1.592  -0.1899
C10 -1.337 1.852 1.370  -0.1965
H1 -2.805 -2.070 2.629  0.0746
H2 -2.720 -1.705 0.900  0.0656
H3 -2.792 -0.394 2.098  0.0401
H4 -0.389 -3.524 3.106  0.0662
H5 0.930 -3.283 1.946  0.0458
H6 -0.703 -3.699 1.367  0.0693
H7 -0.797 -2.136 4.963  0.1174
H8 -0.143 -0.836 6.938  0.1251
H9 0.802 1.427 6.701  0.1242
H10 1.070 2.443 4.477  0.1158
H11 0.822 3.539 2.185  0.0796
H12 1.334 3.085 0.552  0.0757
H13 2.328 2.629 1.949  0.0261
H14 -1.711 2.468 2.188  0.0817
H15 -2.002 1.020 1.198  0.0091
H16 -1.320 2.460 0.465  0.0681
O1 4.263 -2.401 1.201  -0.2184
S1 3.591 -1.166 1.411  0.6780
O2 2.390 -1.174 2.279  -0.3621
N1 2.861 -0.526 0.081  -0.2369
C11 3.140 -0.960 -1.216  -0.2613
C12 4.329 -1.416 -1.712  0.0249
C13 4.446 -1.674 -3.098  -0.0217
C14 3.391 -1.487 -3.946  0.0052
C15 2.135 -1.054 -3.439  -0.1319
C16 0.977 -0.890 -4.221  0.0487
C17 -0.201 -0.523 -3.619  -0.0106
C18 -0.227 -0.341 -2.231  -0.0876
N2 0.838 -0.501 -1.463  -0.0149
C19 2.023 -0.826 -2.065  -0.1615
C20 4.741 -0.002 1.974  -0.2927
C21 5.856 -0.492 2.648  -0.0278
C22 6.789 0.412 3.135  -0.0322
C23 6.616 1.770 2.931  -0.0326
C24 5.508 2.245 2.238  -0.0439
C25 4.563 1.359 1.757  -0.0716
H17 5.184 -1.556 -1.069  0.1221
H18 5.394 -2.020 -3.483  0.1242
H19 3.496 -1.688 -5.001  0.1282
H20 1.019 -1.057 -5.288  0.1386
H21 -1.107 -0.386 -4.187  0.1224
H22 -1.144 -0.065 -1.723  0.1181
H23 5.992 -1.553 2.787  0.1232
H24 7.658 0.053 3.667  0.1239
H25 7.357 2.466 3.297  0.1227
H26 5.395 3.306 2.062  0.1191
H27 3.725 1.710 1.181  0.0762

Computed, not measured: one molecule with the formula C25H27N3O7, with ωB97M-V/def2-TZVPD.

SMILES string: CCOC(=O)CC[C@H](NC(=O)c1ccc(NCN2C(=O)c3ccccc3C2=O)cc1)C(=O)OCC
Relative energy (zero: lowest compared OMol25 entry of this formula, charge and spin): 1.07 kcal/mol
Charge: 0
Kohn-Sham gap: 7.65 eV
HOMO energy: -8.33 eV
Lowest unoccupied orbital energy: -0.68 eV

Last column: Löwdin charge in e.
Positions of all 62 atoms, in Å:
C1 -1.919 2.496 -1.231  -0.0417
C2 -0.979 1.321 -1.462  -0.2106
O1 0.346 1.769 -1.745  0.0067
C3 1.134 2.057 -0.709  -0.5095
O2 0.803 1.934 0.444  0.1008
C4 2.475 2.581 -1.178  -0.0656
C5 3.594 2.210 -0.207  -0.1099
C6 3.970 0.726 -0.346  -0.1988
N1 2.826 -0.128 -0.182  0.1134
C7 2.319 -0.836 -1.225  -0.4356
O3 2.886 -0.875 -2.304  0.0645
C8 1.021 -1.509 -0.981  -0.1449
C9 0.466 -1.725 0.277  -0.0157
C10 -0.788 -2.287 0.412  -0.0121
C11 -1.527 -2.655 -0.714  -0.2499
N2 -2.778 -3.247 -0.627  0.0432
C12 -3.636 -3.044 0.495  -0.1234
N3 -4.040 -1.648 0.646  0.0677
C13 -4.747 -0.965 -0.335  -0.3523
O4 -5.130 -1.452 -1.368  0.1294
C14 -4.884 0.421 0.172  -0.0862
C15 -5.517 1.519 -0.371  -0.0042
C16 -5.468 2.712 0.344  -0.0629
C17 -4.802 2.793 1.558  -0.0561
C18 -4.166 1.684 2.107  0.0154
C19 -4.220 0.501 1.400  -0.0738
C20 -3.668 -0.839 1.715  -0.3554
O5 -3.043 -1.213 2.672  0.1273
C21 -0.956 -2.468 -1.976  -0.0139
C22 0.295 -1.910 -2.103  -0.0158
C23 5.097 0.387 0.624  -0.4475
O6 6.102 1.041 0.730  0.1211
O7 4.821 -0.700 1.339  0.0031
C24 5.828 -1.158 2.247  -0.2087
C25 6.868 -2.006 1.531  -0.0590
H1 -1.879 3.178 -2.077  0.0822
H2 -2.936 2.135 -1.113  0.0552
H3 -1.629 3.032 -0.330  0.0799
H4 -1.276 0.742 -2.339  0.1255
H5 -0.957 0.671 -0.582  0.1110
H6 2.669 2.196 -2.179  0.1303
H7 2.386 3.668 -1.237  0.1328
H8 4.484 2.809 -0.395  0.1231
H9 3.253 2.402 0.813  0.1278
H10 4.345 0.535 -1.363  0.1669
H11 2.309 -0.040 0.677  0.1307
H12 1.007 -1.471 1.177  0.1174
H13 -1.186 -2.428 1.404  0.0979
H14 -3.270 -3.268 -1.511  0.1252
H15 -4.535 -3.652 0.356  0.1429
H16 -3.141 -3.327 1.428  0.1302
H17 -6.031 1.449 -1.317  0.1246
H18 -5.954 3.589 -0.054  0.1087
H19 -4.777 3.734 2.087  0.1085
H20 -3.647 1.740 3.051  0.1246
H21 -1.513 -2.762 -2.855  0.1142
H22 0.736 -1.756 -3.076  0.1229
H23 5.288 -1.742 2.995  0.1230
H24 6.302 -0.290 2.716  0.1219
H25 7.577 -2.400 2.253  0.0773
H26 6.386 -2.833 1.015  0.0796
H27 7.403 -1.401 0.804  0.0765

Computed, not measured: one molecule with the formula C25H27N5O2S at a distorted geometry, with ωB97M-V/def2-TZVPD.

SMILES string: COc1ccc(-n2c(Cc3cccn3C)nnc2SCC(=O)Nc2cc(C)cc(C)c2)cc1
Relative energy (zero: lowest compared OMol25 entry of this formula, charge and spin): 21.80 kcal/mol
Charge: 0
Kohn-Sham gap: 8.56 eV
HOMO energy: -8.01 eV
Lowest unoccupied orbital energy: 0.55 eV

Last column: Löwdin charge in e.
Positions of all 60 atoms, in Å:
C1 1.653 -1.891 6.315  -0.0847
O1 0.553 -1.339 5.632  -0.0780
C2 0.649 -1.138 4.294  -0.2716
C3 1.774 -1.419 3.525  -0.0035
C4 1.756 -1.184 2.162  -0.0099
C5 0.619 -0.669 1.560  -0.2468
N1 0.616 -0.455 0.166  0.0638
C6 -0.110 -1.103 -0.793  -0.2831
C7 -1.058 -2.210 -0.500  -0.0302
C8 -0.274 -3.391 -0.020  -0.2507
C9 -0.098 -3.865 1.257  -0.0582
C10 0.792 -4.951 1.180  -0.0892
C11 1.133 -5.094 -0.138  -0.1022
N2 0.492 -4.142 -0.863  -0.1108
C12 0.559 -3.996 -2.291  -0.0141
N3 0.240 -0.679 -1.978  0.0722
N4 1.175 0.268 -1.832  0.0365
C13 1.403 0.400 -0.557  -0.6459
S1 2.503 1.552 0.168  0.9712
C14 1.266 2.549 1.085  -0.3343
C15 -0.069 2.628 0.347  -0.5381
O2 -1.105 2.385 0.928  0.0659
N5 0.054 2.979 -0.950  0.1181
C16 -0.947 2.971 -1.937  -0.2090
C17 -2.296 3.081 -1.626  0.0215
C18 -3.242 3.064 -2.640  -0.2658
C19 -4.700 3.197 -2.322  -0.0501
C20 -2.824 2.939 -3.959  -0.0182
C21 -1.479 2.827 -4.281  -0.2696
C22 -1.027 2.678 -5.701  -0.0494
C23 -0.542 2.849 -3.259  0.0027
C24 -0.506 -0.369 2.321  -0.0122
C25 -0.486 -0.604 3.677  0.0167
H1 1.343 -1.972 7.355  0.0940
H2 1.904 -2.886 5.934  0.0966
H3 2.533 -1.243 6.250  0.0961
H4 2.668 -1.825 3.969  0.1064
H5 2.626 -1.408 1.563  0.1259
H6 -1.758 -1.908 0.280  0.1224
H7 -1.609 -2.436 -1.414  0.1258
H8 -0.563 -3.477 2.143  0.1017
H9 1.138 -5.551 1.998  0.0883
H10 1.784 -5.804 -0.609  0.1106
H11 -0.353 -4.373 -2.762  0.0977
H12 1.406 -4.567 -2.668  0.0918
H13 0.682 -2.948 -2.568  0.0713
H14 1.105 2.112 2.071  0.0793
H15 1.708 3.540 1.192  0.0844
H16 0.996 3.030 -1.321  0.1140
H17 -2.603 3.170 -0.598  0.1052
H18 -5.058 4.186 -2.609  0.0829
H19 -5.282 2.461 -2.872  0.0785
H20 -4.879 3.064 -1.258  0.0744
H21 -3.563 2.923 -4.747  0.1148
H22 -0.410 3.527 -5.994  0.0815
H23 -1.876 2.617 -6.378  0.0722
H24 -0.426 1.777 -5.809  0.0830
H25 0.508 2.742 -3.489  0.1181
H26 -1.373 0.073 1.854  0.1168
H27 -1.344 -0.378 4.290  0.1233

Computed, not measured: one molecule with the formula C25H27NO4S, with ωB97M-V/def2-TZVPD.

SMILES string: CCO[C@H]1OC(C(=O)Nc2ccccc2)=C[C@@H](c2csc3ccccc23)[C@@H]1CCCO
Relative energy (zero: lowest compared OMol25 entry of this formula, charge and spin): 5.16 kcal/mol
Charge: 0
Kohn-Sham gap: 8.72 eV
HOMO energy: -8.13 eV
Lowest unoccupied orbital energy: 0.59 eV

Last column: Löwdin charge in e.
Positions of all 58 atoms, in Å:
C1 -3.648 1.980 0.925  -0.0627
C2 -2.206 2.132 0.450  -0.2291
O1 -1.305 1.254 1.109  -0.0699
C3 -1.295 -0.068 0.662  -0.3074
O2 -0.901 -0.144 -0.692  -0.0093
C4 0.449 -0.012 -0.926  -0.1596
C5 0.826 0.225 -2.352  -0.3867
O3 1.984 0.389 -2.682  0.0802
N1 -0.248 0.224 -3.184  0.1510
C6 -0.297 0.390 -4.568  -0.2156
C7 0.836 0.631 -5.339  -0.0108
C8 0.713 0.788 -6.707  -0.0803
C9 -0.526 0.708 -7.321  -0.1015
C10 -1.655 0.468 -6.554  -0.0927
C11 -1.544 0.310 -5.187  -0.0322
C12 1.382 -0.128 0.017  0.0158
C13 1.072 -0.405 1.451  -0.1928
C14 1.358 0.808 2.299  -0.2361
C15 1.508 2.065 1.827  -0.3418
S1 1.784 3.251 3.055  1.0403
C16 1.704 2.024 4.286  -0.4680
C17 1.847 2.208 5.653  -0.0932
C18 1.759 1.105 6.476  -0.0911
C19 1.534 -0.164 5.943  -0.0857
C20 1.391 -0.347 4.585  -0.0237
C21 1.471 0.753 3.728  -0.2026
C22 -0.395 -0.852 1.628  -0.1769
C23 -0.625 -2.371 1.560  -0.1318
C24 -0.414 -3.079 0.221  -0.1583
C25 1.037 -3.418 -0.109  -0.2706
O4 1.025 -4.243 -1.256  -0.0598
H1 -3.692 2.081 2.007  0.0799
H2 -4.260 2.755 0.472  0.0762
H3 -4.055 1.011 0.648  0.0668
H4 -1.835 3.130 0.694  0.1255
H5 -2.143 1.988 -0.636  0.1192
H6 -2.311 -0.496 0.661  0.1682
H7 -1.138 0.050 -2.734  0.1385
H8 1.800 0.693 -4.862  0.0986
H9 1.596 0.975 -7.299  0.1037
H10 -0.613 0.831 -8.390  0.0981
H11 -2.625 0.403 -7.023  0.1017
H12 -2.425 0.121 -4.589  0.1091
H13 2.413 0.011 -0.269  0.1398
H14 1.726 -1.212 1.806  0.1540
H15 1.469 2.389 0.805  0.0831
H16 2.025 3.194 6.054  0.1062
H17 1.867 1.223 7.543  0.1011
H18 1.473 -1.013 6.607  0.1008
H19 1.221 -1.334 4.182  0.1062
H20 -0.718 -0.534 2.625  0.1531
H21 -1.661 -2.543 1.865  0.1177
H22 0.012 -2.843 2.312  0.1132
H23 -0.953 -4.029 0.245  0.1199
H24 -0.832 -2.495 -0.598  0.1105
H25 1.495 -3.954 0.738  0.1221
H26 1.617 -2.508 -0.304  0.1016
H27 1.928 -4.376 -1.560  0.0878

Computed, not measured: C25H28AsN7O6S7TeW as an isolated structure at a distorted geometry, with ωB97M-V/def2-TZVPD.

Relative energy (zero: lowest compared OMol25 entry of this formula, charge and spin): 9.97 kcal/mol
Charge: 0
Kohn-Sham gap: 6.35 eV
HOMO energy: -7.21 eV
Lowest unoccupied orbital energy: -0.86 eV

Last column: Löwdin charge in e.
Positions of all 76 atoms, in Å:
W1 -0.364 -0.349 0.155  1.1150
O1 1.665 2.801 -0.637  -0.3004
S1 0.948 1.766 -1.284  0.4877
O2 1.248 0.297 -1.139  -0.6269
O3 -0.439 1.605 -0.528  -0.6329
C1 0.275 2.266 -2.841  -0.2889
C2 0.903 3.366 -3.406  -0.0936
C3 0.522 3.811 -4.664  -0.0500
C4 -0.447 3.115 -5.363  -0.0499
C5 -1.081 2.024 -4.779  -0.0420
C6 -0.748 1.602 -3.500  -0.2059
S2 -1.898 0.434 -2.776  0.5150
O4 -2.489 -0.305 -3.854  -0.2785
O5 -2.793 1.243 -1.984  -0.2989
O6 -1.052 -0.494 -1.956  -0.4544
H1 1.703 3.847 -2.862  0.1046
H2 1.007 4.673 -5.100  0.1116
H3 -0.728 3.421 -6.361  0.1102
H4 -1.867 1.499 -5.303  0.1143
S3 6.130 -0.138 -1.594  -0.1429
As1 4.633 1.263 -1.215  0.2206
S4 0.741 0.857 1.982  0.1549
S5 1.820 -0.678 1.338  0.1184
S6 3.291 1.288 -2.814  0.0458
N1 3.839 -2.377 -0.992  0.2028
C7 3.215 -2.365 -2.163  -0.4856
N2 3.903 -2.066 -3.254  0.1833
N3 1.911 -2.700 -2.327  0.1801
C8 1.090 -2.479 -1.397  -0.2936
N4 0.247 -2.214 -0.615  -0.0471
H5 4.715 -1.878 -0.903  -0.0163
H6 3.291 -2.509 -0.159  0.0636
H7 4.780 -1.550 -3.160  0.0179
H8 3.346 -1.888 -4.074  0.1166
N5 -4.382 -1.763 -1.214  0.1044
C9 -3.641 -2.899 -1.436  -0.0499
C10 -2.464 -2.697 -0.796  -0.1633
N6 -2.482 -1.461 -0.174  -0.1506
C11 -3.647 -0.921 -0.480  -0.2473
H9 -5.275 -1.539 -1.610  0.1644
H10 -4.008 -3.721 -2.020  0.1218
H11 -1.630 -3.364 -0.716  0.0903
H12 -4.000 0.044 -0.176  0.0796
S7 -2.289 1.003 1.356  0.7654
C12 -2.352 1.272 3.039  -0.6521
N7 -1.449 0.893 3.961  -0.0169
C13 -1.555 1.122 5.291  -0.0498
C14 -2.634 1.781 5.792  -0.0458
C15 -3.612 2.218 4.874  -0.0400
C16 -3.480 1.977 3.539  -0.0768
H13 -0.601 0.448 3.612  -0.0569
H14 -0.735 0.745 5.882  0.1385
H15 -2.719 1.960 6.851  0.1103
H16 -4.483 2.752 5.232  0.1172
H17 -4.223 2.307 2.828  0.1098
C17 -1.322 -8.144 0.499  -0.0494
C18 -1.224 -6.722 0.973  -0.2678
C19 -0.002 -6.093 1.119  -0.0160
C20 0.103 -4.776 1.561  -0.3134
C21 1.475 -4.213 1.796  -0.0974
C22 -1.058 -4.042 1.824  -0.4778
Te1 -1.007 -1.997 2.444  1.0707
C23 -2.310 -4.694 1.762  -0.3282
C24 -3.605 -4.061 2.183  -0.0969
C25 -2.365 -6.012 1.325  -0.0221
H18 -0.350 -8.530 0.195  0.0738
H19 -2.000 -8.226 -0.352  0.0806
H20 -1.709 -8.795 1.285  0.0827
H21 0.906 -6.642 0.898  0.1137
H22 2.235 -4.956 1.556  0.0794
H23 1.601 -3.904 2.836  0.0778
H24 1.647 -3.312 1.206  -0.0231
H25 -3.569 -3.712 3.215  0.0651
H26 -4.409 -4.792 2.105  0.0744
H27 -3.864 -3.193 1.574  0.0511
H28 -3.331 -6.502 1.265  0.1160